Entry 1:
3 unconnected molecules or ions with the total composition C4H14N2O2 at a distorted geometry. Source: the Open Molecules 2025 dataset; level of theory: wB97M-V/def2-TZVPD.

## Properties
LUMO energy = 0.57 eV
Relative energy (zero: lowest compared OMol25 entry of this formula, charge and spin) = 1.4210 eV
HOMO-LUMO gap = 9.74 eV
Highest occupied orbital energy = -9.171 eV
Structure (SMILES) = [H]/N=C/NCCC.O.O

Element x y z (Å)
C (-0.163989, 1.738242, -2.149180)
C (-1.252437, 1.493631, -1.092127)
C (-1.271569, 0.043655, -0.562845)
N (-1.825956, -0.083056, 0.777968)
C (-1.855688, -1.362534, 1.325314)
N (-1.394395, -1.557568, 2.476212)
H (0.033117, 0.738677, -2.580305)
H (-0.515516, 2.382830, -2.950702)
H (0.807182, 2.026483, -1.714118)
H (-2.225616, 1.601177, -1.605709)
H (-1.240403, 2.278792, -0.317651)
H (-1.838697, -0.592257, -1.272756)
H (-0.211459, -0.226451, -0.564266)
H (-1.586279, 0.723675, 1.340352)
H (-2.420837, -2.010862, 0.660377)
H (-1.507550, -2.397229, 3.022259)
H (3.831060, -0.450343, -1.136627)
H (2.632319, -0.986360, -0.543305)
O (3.200817, -1.155153, -1.308232)
H (3.140598, -0.032942, 2.721789)
H (2.415140, -1.205215, 2.946203)
O (3.250153, -0.967192, 2.527353)

Atomic forces in eV per Å
C 0.200 -1.527 0.399
C -1.413 0.311 -0.591
C 0.480 0.634 -0.160
N -0.149 0.252 -0.952
C -0.370 1.139 0.274
N 0.559 0.629 0.927
H 0.011 0.476 -0.262
H 0.308 0.245 0.146
H -0.479 0.299 -0.219
H 0.273 0.351 0.282
H 0.096 -0.521 0.029
H 0.476 0.198 0.355
H 0.040 -0.657 -0.011
H 0.231 -0.657 0.533
H 0.210 -0.693 0.012
H -0.406 -0.483 -0.758
H 0.538 -0.009 -0.447
H -0.274 -0.574 -0.109
O -0.252 0.553 0.611
H 0.814 0.607 -0.303
H -0.124 -1.038 -0.114
O -0.768 0.464 0.359

---

Entry 2:
3 unconnected molecules or ions with the total composition C4H14N2O2 at a distorted geometry. Source: the Open Molecules 2025 dataset; level of theory: wB97M-V/def2-TZVPD.

## Properties
LUMO energy = 0.57 eV
Relative energy (zero: lowest compared OMol25 entry of this formula, charge and spin) = 0.9286 eV
HOMO-LUMO gap = 9.98 eV
Highest occupied orbital energy = -9.409 eV
Structure (SMILES) = CCC/N=C\N.O.O

Element x y z (Å)
C (0.128606, -2.036150, -1.576010)
C (-0.221555, -1.724441, -0.093451)
C (-0.416455, -0.184750, 0.061834)
N (1.865260, -0.153706, 1.650308)
C (0.626821, 0.179263, 2.114372)
N (-0.437641, 0.287190, 1.435737)
H (1.161306, -2.359786, -1.655148)
H (-0.477625, -2.858550, -1.959514)
H (-0.048075, -1.187355, -2.245156)
H (-1.152940, -2.208216, 0.189222)
H (0.636419, -2.067201, 0.488484)
H (-1.407222, -0.082909, -0.405061)
H (0.295432, 0.373511, -0.563851)
H (1.983922, -0.393301, 0.683511)
H (2.669058, -0.243475, 2.248559)
H (0.616723, 0.404517, 3.174637)
H (-2.377788, 1.854870, 1.063269)
H (-1.251533, 2.693249, 0.462728)
O (-2.134136, 2.759527, 0.832063)
H (0.763733, 2.434701, -1.843441)
H (-0.771782, 2.199503, -1.718707)
O (-0.050529, 2.313509, -2.344387)

Atomic forces in eV per Å
C -0.585 -0.260 0.198
C 0.879 0.813 -0.953
C -0.314 -0.819 -0.117
N 0.287 -0.177 -0.173
C 0.368 0.265 -0.016
N -0.654 -0.489 -0.054
H 0.194 0.146 -0.168
H 0.026 -0.014 0.012
H 0.107 -0.040 0.153
H 0.200 -0.129 0.308
H -0.502 -0.180 0.385
H 0.188 0.735 0.203
H 0.064 -0.171 0.046
H 0.099 -0.025 -0.004
H -0.262 0.060 0.018
H -0.110 0.158 0.107
H 0.329 0.036 0.125
H 0.131 -0.123 0.240
O -0.403 0.164 -0.247
H -0.260 0.009 0.086
H 0.074 0.047 0.104
O 0.143 -0.005 -0.253

---

Entry 3:
2 unconnected molecules or ions with the total composition C4H14N2O2 at a distorted geometry. Source: the Open Molecules 2025 dataset; level of theory: wB97M-V/def2-TZVPD.

## Properties
Net charge = +1
LUMO energy (spin up / spin down) = -3.27 / -8.34 eV
Multiplicity = 2
Relative energy (zero: lowest compared OMol25 entry of this formula, charge and spin) = 4.1307 eV
HOMO-LUMO gap (spin up / spin down) = 10.69 / 5.61 eV
Highest occupied orbital energy (spin up / spin down) = -13.960 / -13.957 eV

Element x y z (Å)
C (0.124595, -0.827770, 0.945915)
C (-0.333869, 0.110911, -0.091576)
C (-0.487046, -0.657029, -1.405311)
O (-1.095580, -1.872578, -1.232393)
N (0.596666, 1.242847, -0.223200)
C (0.230376, 2.416578, 0.657627)
N (0.939683, 3.680892, 0.228532)
H (0.228979, -0.402776, 2.010990)
H (1.012352, -1.332220, 0.772321)
H (-0.553816, -1.709066, 1.227267)
H (-1.366005, 0.554958, 0.208749)
H (-1.068220, -0.068237, -2.272273)
H (0.499849, -1.068509, -1.880082)
H (-2.015760, -1.760336, -0.796621)
H (1.613335, 1.044638, -0.180956)
H (0.563649, 2.116580, 1.613727)
H (-0.966266, 2.518730, 0.952072)
H (1.815983, 3.692198, 0.749484)
H (1.166583, 3.643315, -0.753483)
H (-0.057278, -4.313670, -0.623280)
H (-0.377870, -3.059756, -0.027821)
O (-0.470340, -3.949690, 0.120314)

Atomic forces in eV per Å
C -1.224 -0.940 4.761
C -1.940 1.153 -0.870
C 0.638 0.138 -4.200
O -3.354 -0.096 1.523
N -1.382 0.601 3.090
C -1.387 1.430 -1.845
N -0.751 -2.371 1.226
H -0.033 0.035 -1.675
H 2.077 -0.696 -0.819
H 0.243 1.521 -1.001
H 1.762 -0.614 -0.661
H 1.422 -0.687 2.047
H -1.103 1.714 0.984
H 1.949 -0.445 -1.198
H -0.568 0.084 -0.640
H 0.943 -0.367 1.349
H 2.867 -0.197 -1.785
H -0.118 0.457 -0.152
H -0.176 0.166 -0.333
H 0.843 -1.295 -1.667
H 0.114 3.039 -0.612
O -0.821 -2.629 2.477

---

Entry 4:
3 unconnected molecules or ions with the total composition C4H14N2O2 at a distorted geometry. Source: the Open Molecules 2025 dataset; level of theory: wB97M-V/def2-TZVPD.

## Properties
Net charge = +1
LUMO energy (spin up / spin down) = -5.69 / -7.88 eV
Multiplicity = 2
Relative energy (zero: lowest compared OMol25 entry of this formula, charge and spin) = 7.1027 eV
HOMO-LUMO gap (spin up / spin down) = 7.35 / 5.16 eV
Highest occupied orbital energy (spin up / spin down) = -13.039 / -13.045 eV

Element x y z (Å)
C (-0.813674, -0.416157, 1.026546)
C (-0.521927, -1.214479, -0.321242)
C (0.789217, -0.706970, -1.025144)
C (2.148024, -1.098312, -0.277758)
N (2.841883, -0.074296, 0.426367)
N (-1.421544, 0.886579, 0.847678)
H (0.162501, -0.250375, 1.663386)
H (-1.460058, -1.036409, 1.642411)
H (-0.464339, -2.237636, 0.045605)
H (-1.460952, -1.220900, -0.909411)
H (0.725833, -0.777109, -2.097703)
H (2.905460, -1.397643, -1.067249)
H (3.363485, 0.514531, -0.201640)
H (2.262210, 0.597042, 0.929995)
H (-1.051714, 1.569006, 0.149696)
H (0.863188, 1.139359, -0.697371)
H (0.858769, 2.833889, -0.696989)
H (1.871985, -2.004574, 0.301607)
O (1.058958, 2.010722, -0.221068)
H (-4.520425, 0.252170, -0.061617)
H (-2.419618, 0.716422, 0.528875)
O (-3.707524, 0.018247, -0.386722)

Atomic forces in eV per Å
C 1.929 1.903 2.369
C 1.193 1.896 -1.499
C -1.348 -3.875 2.139
C -0.463 -0.185 -2.218
N -0.128 0.861 1.040
N -1.455 -1.496 -2.318
H -1.577 -0.599 -1.519
H -0.223 0.130 -0.091
H 0.743 -0.117 0.203
H 0.767 0.399 -0.114
H 0.149 0.858 -0.469
H -1.260 -0.110 0.649
H 0.297 -0.085 -0.225
H 0.075 -0.555 0.098
H 0.629 -0.607 1.325
H 0.402 2.154 0.017
H -0.007 -0.781 -0.420
H 0.396 0.662 0.104
O -0.481 -0.825 0.101
H -4.007 1.056 1.425
H 0.935 0.541 1.036
O 3.433 -1.225 -1.633

---

Entry 5:
3 unconnected molecules or ions with the total composition C4H14N2O3 at a distorted geometry. Source: the Open Molecules 2025 dataset; level of theory: wB97M-V/def2-TZVPD.

## Properties
Net charge = -1
LUMO energy (spin up / spin down) = 3.34 / 3.25 eV
Multiplicity = 2
Relative energy (zero: lowest compared OMol25 entry of this formula, charge and spin) = 1.2508 eV
HOMO-LUMO gap (spin up / spin down) = 2.70 / 9.32 eV
Highest occupied orbital energy (spin up / spin down) = 0.641 / -6.069 eV

Element x y z (Å)
C (-0.442259, -1.560092, -1.511431)
C (-1.085578, -0.595639, -0.431666)
C (-2.389516, 0.013455, -0.964447)
N (-0.102681, 0.161142, 0.303016)
C (1.040185, 0.731684, -0.144142)
N (1.781701, 1.283849, 0.908418)
O (1.429958, 0.922252, -1.291799)
H (-0.069417, -0.856086, -2.256614)
H (0.411266, -2.103652, -1.116431)
H (-1.325448, -2.137232, -1.749897)
H (-1.290019, -1.404727, 0.331749)
H (-3.067791, -0.840728, -0.766976)
H (-2.306196, 0.232970, -2.016783)
H (-2.709475, 0.859171, -0.355145)
H (-0.546190, 0.472611, 1.156528)
H (2.445350, 1.920109, 0.465154)
H (1.526226, 1.289840, 1.870585)
H (4.321134, 1.037122, 0.060049)
H (3.698726, 1.538421, -1.217114)
O (4.126641, 1.855795, -0.409354)
H (-1.174611, -1.458546, 3.102269)
H (-2.566643, -0.629864, 3.238024)
O (-1.705364, -0.731853, 2.796008)

Atomic forces in eV per Å
C -0.481 2.633 0.826
C 1.400 -3.529 0.516
C 0.592 -1.053 1.356
N -0.876 0.361 -1.092
C -0.476 1.564 2.235
N 0.367 -0.091 -2.134
O -0.064 -0.881 -0.508
H -0.148 -0.645 -0.721
H -0.241 -0.292 0.150
H 0.379 -0.612 -0.812
H -0.785 1.235 -0.414
H -0.273 0.751 -0.539
H -0.152 0.297 -0.345
H -0.060 0.036 -0.206
H 0.743 0.010 0.596
H -0.033 -0.052 1.185
H -0.299 -0.022 0.274
H -0.053 0.049 0.106
H -0.322 0.085 0.059
O 0.693 -0.004 -0.408
H 0.086 -0.992 0.927
H 0.227 -0.584 0.480
O -0.225 1.737 -1.532

---

Entry 6:
4 unconnected molecules or ions with the total composition C4H14N2O5 at a distorted geometry. Source: the Open Molecules 2025 dataset; level of theory: wB97M-V/def2-TZVPD.

## Properties
LUMO energy = 0.54 eV
Relative energy (zero: lowest compared OMol25 entry of this formula, charge and spin) = 0.0000 eV
HOMO-LUMO gap = 10.46 eV
Highest occupied orbital energy = -9.917 eV
Structure (SMILES) = NC(=O)NCCC=O.O.O.O

Element x y z (Å)
C (-0.190893, 0.221045, -1.751189)
C (1.238518, 0.540868, -2.149958)
C (1.971649, 1.247040, -1.042182)
O (2.118352, 2.440010, -1.019738)
N (-0.160337, -0.777149, -0.687014)
C (-1.197351, -1.380658, -0.032857)
N (-2.427852, -0.874378, -0.297277)
O (-0.984451, -2.295964, 0.761045)
H (-0.639419, 1.139758, -1.350905)
H (-0.817424, -0.067365, -2.586120)
H (1.257393, 1.176866, -3.014006)
H (1.787642, -0.365108, -2.443425)
H (2.359580, 0.626533, -0.222340)
H (0.739570, -1.160718, -0.424353)
H (-2.481381, -0.053513, -0.872015)
H (-3.157633, -0.947277, 0.390904)
H (1.200239, 0.964506, 2.551207)
H (0.260533, -0.067334, 1.974466)
O (0.282875, 0.857617, 2.261434)
H (2.232294, -2.574421, 1.605701)
H (0.698755, -2.267851, 1.411406)
O (1.594099, -1.863977, 1.515640)
H (-2.606726, 1.866434, 1.738849)
H (-1.250705, 1.705803, 1.012277)
O (-2.172115, 1.970784, 0.890744)

Atomic forces in eV per Å
C -0.227 0.361 1.112
C 0.288 -0.480 -0.327
C -0.020 0.226 0.047
O 0.038 0.017 -0.001
N 0.301 -0.406 -0.245
C 0.199 0.521 -0.082
N -0.247 -0.074 -0.413
O -0.177 -0.035 0.349
H 0.008 0.056 -0.105
H 0.081 -0.389 -0.340
H -0.158 0.503 -0.386
H -0.190 -0.032 0.239
H 0.070 -0.160 0.177
H -0.141 -0.041 -0.120
H -0.043 0.213 0.158
H 0.180 -0.315 0.029
H -0.277 0.084 -0.077
H 0.057 0.093 0.121
O 0.192 -0.200 -0.120
H -0.069 -0.108 0.064
H 0.319 -0.026 -0.056
O -0.288 0.118 -0.118
H 0.208 -0.031 0.181
H -0.011 0.050 0.472
O -0.091 0.055 -0.558

---

Please write out number 3 again, unchanged.
2 unconnected molecules or ions with the total composition C4H14N2O2 at a distorted geometry. Source: the Open Molecules 2025 dataset; level of theory: wB97M-V/def2-TZVPD.

## Properties
Net charge = +1
LUMO energy (spin up / spin down) = -3.27 / -8.34 eV
Multiplicity = 2
Relative energy (zero: lowest compared OMol25 entry of this formula, charge and spin) = 4.1307 eV
HOMO-LUMO gap (spin up / spin down) = 10.69 / 5.61 eV
Highest occupied orbital energy (spin up / spin down) = -13.960 / -13.957 eV

Element x y z (Å)
C (0.124595, -0.827770, 0.945915)
C (-0.333869, 0.110911, -0.091576)
C (-0.487046, -0.657029, -1.405311)
O (-1.095580, -1.872578, -1.232393)
N (0.596666, 1.242847, -0.223200)
C (0.230376, 2.416578, 0.657627)
N (0.939683, 3.680892, 0.228532)
H (0.228979, -0.402776, 2.010990)
H (1.012352, -1.332220, 0.772321)
H (-0.553816, -1.709066, 1.227267)
H (-1.366005, 0.554958, 0.208749)
H (-1.068220, -0.068237, -2.272273)
H (0.499849, -1.068509, -1.880082)
H (-2.015760, -1.760336, -0.796621)
H (1.613335, 1.044638, -0.180956)
H (0.563649, 2.116580, 1.613727)
H (-0.966266, 2.518730, 0.952072)
H (1.815983, 3.692198, 0.749484)
H (1.166583, 3.643315, -0.753483)
H (-0.057278, -4.313670, -0.623280)
H (-0.377870, -3.059756, -0.027821)
O (-0.470340, -3.949690, 0.120314)

Atomic forces in eV per Å
C -1.224 -0.940 4.761
C -1.940 1.153 -0.870
C 0.638 0.138 -4.200
O -3.354 -0.096 1.523
N -1.382 0.601 3.090
C -1.387 1.430 -1.845
N -0.751 -2.371 1.226
H -0.033 0.035 -1.675
H 2.077 -0.696 -0.819
H 0.243 1.521 -1.001
H 1.762 -0.614 -0.661
H 1.422 -0.687 2.047
H -1.103 1.714 0.984
H 1.949 -0.445 -1.198
H -0.568 0.084 -0.640
H 0.943 -0.367 1.349
H 2.867 -0.197 -1.785
H -0.118 0.457 -0.152
H -0.176 0.166 -0.333
H 0.843 -1.295 -1.667
H 0.114 3.039 -0.612
O -0.821 -2.629 2.477

---

Q: Which value of relative energy (zero: lowest compared OMol25 entry of this formula, charge and spin) does entry 6 give?
A: 0.0000 eV

---

Q: relative energy (zero: lowest compared OMol25 entry of this formula, charge and spin) of number 4 (C4H14N2O2)?
A: 7.1027 eV